Entry from OMol25: a cluster of 2 separate species, C4H13NO3 in total in a non-equilibrium geometry (wB97M-V/def2-TZVPD).

Properties
Energy relative to the best compared isomer or geometry (same formula, charge and spin) = 49.40 kcal per mole
Highest occupied orbital energy = -0.3277 Eh
Strongest force on any atom = 1.8 eV/Å
HOMO-LUMO gap = 9.51 eV

Structure (XYZ):
```
21
Properties=species:S:1:pos:R:3:nbo_charge:R:1
C 0.839 1.608 -0.116 -0.652
C -0.188 0.941 0.819 -0.073
C 0.438 0.470 2.143 -0.054
O 1.066 1.552 2.764 -0.736
N -0.796 -0.257 0.250 -0.656
C -1.816 -0.100 -0.777 0.093
O -1.346 -0.176 -2.121 -0.727
H 0.444 2.056 -1.089 0.210
H 1.404 2.376 0.461 0.235
H 1.700 0.907 -0.298 0.201
H -1.074 1.580 0.916 0.197
H 1.151 -0.344 1.872 0.151
H -0.291 0.035 2.867 0.183
H 1.935 1.372 3.125 0.478
H -0.060 -0.968 0.062 0.362
H -2.462 -0.976 -0.765 0.175
H -2.295 0.860 -0.637 0.157
H -0.634 0.474 -2.223 0.458
O 0.641 -3.635 -2.757 -0.936
H 1.285 -3.450 -2.069 0.466
H 0.057 -4.322 -2.426 0.470
```